Entry 1:
Molecular formula: C4H7NO2S
Method: DFT, ωB97M-V/def2-TZVPD

CARTESIAN COORDINATES (ANGSTROEM)
C  -0.6376  0.0821  0.0185
C  0.7095  -1.0188  0.1028
C  -1.8655  -0.5365  -0.0517
C  2.0807  -0.4078  -0.0188
N  -0.5216  1.4815  -0.1087
O  -2.0571  -1.9094  -0.1164
O  0.5487  -2.2153  0.2558
S  -3.4586  0.2266  -0.1230
H  2.5383  -0.4545  0.9342
H  1.9165  0.6546  -0.3232
H  2.6503  -0.9782  -0.7098
H  -0.3366  1.9055  0.7278
H  -4.0109  -0.6002  -1.0364
H  -1.2977  1.9572  -0.4826
H  -1.1160  -2.2224  -0.0483

Force components x, y, z for each atom (eV/Å):
-0.05 -3.06 -0.04
-1.97 1.90 -0.15
0.28 -1.42 -0.28
-2.02 1.56 -0.48
1.34 -1.63 -1.40
1.55 1.50 0.14
-0.39 0.88 -0.23
0.10 0.76 0.00
0.58 0.03 1.06
0.59 -0.82 0.12
0.53 -0.37 -0.69
0.85 1.27 2.60
0.37 -0.01 0.23
-1.18 0.11 -0.93
-0.58 -0.70 0.06

Computed properties:
Lowest unoccupied orbital energy in eV: 0.498
DFT total energy in eV: -20680.3877
HOMO-LUMO gap in eV: 8.77
Relative energy (zero: lowest compared OMol25 entry of this formula, charge and spin) in kcal/mol: 54.2
Multiplicity: 1
HOMO level in eV: -8.28
Net charge: 0
SMILES string: CC(=O)/C(N)=C(\O)S

---

Entry 2:
Molecular formula: C10H13BN3O
Method: DFT, ωB97M-V/def2-TZVPD

CARTESIAN COORDINATES (ANGSTROEM)
B  -3.3439  0.0410  -0.6809
C  -4.5738  -0.7221  -1.1144
C  -1.1165  1.2134  0.0296
C  -1.2070  -0.7423  -1.5085
C  0.2118  1.2636  0.0226
C  0.1291  -0.6030  -1.5701
C  -1.9312  0.1940  -0.6976
C  0.8707  0.3711  -0.8471
C  2.7915  -0.1944  1.4066
C  2.3394  0.3156  -0.9103
C  3.0776  -0.7105  0.0488
N  -5.5517  -1.3540  -1.1460
N  -4.2097  0.4890  2.3303
N  4.4702  -0.6580  -0.2917
O  1.7741  -0.1515  2.0225
H  -1.8034  1.9822  0.4883
H  -1.6928  -1.5478  -2.0190
H  0.6699  1.8240  0.8669
H  0.6583  -1.3673  -2.0922
H  3.8297  0.0626  1.8871
H  2.6834  0.3007  -1.9942
H  2.8767  1.2978  -0.6505
H  2.6670  -1.7416  -0.0554
H  -4.1106  0.9502  3.2692
H  -4.8372  1.0377  1.8024
H  -4.4987  -0.3899  2.4434
H  4.8950  -1.4077  -0.8030
H  4.9321  0.2472  -0.2369

Force components x, y, z for each atom (eV/Å):
-0.22 -1.44 -0.73
-0.87 0.09 1.12
-5.22 -0.04 -0.60
-1.15 0.73 0.70
1.11 -0.29 0.85
1.32 0.36 0.39
1.83 1.86 0.71
-0.34 -0.47 0.58
3.17 -0.25 2.19
1.92 1.83 -1.23
-0.58 -0.20 -2.74
1.21 0.77 -0.25
2.60 4.48 0.77
-0.22 0.00 1.03
-0.80 0.09 -0.34
1.39 -0.92 0.16
-0.24 -0.31 -0.20
0.19 -0.03 -1.41
0.57 -0.16 -0.52
-1.45 0.16 -0.25
-0.43 -1.02 1.21
-1.34 -0.91 0.11
0.33 0.65 0.00
0.05 -0.72 -1.42
-1.12 0.42 -0.37
-1.64 -4.18 0.54
0.03 0.18 -0.04
-0.11 -0.68 -0.24

Computed properties:
Lowest unoccupied orbital energy in eV: -5.909
DFT total energy in eV: -17764.3850
HOMO-LUMO gap in eV: 6.28
Relative energy (zero: lowest compared OMol25 entry of this formula, charge and spin) in kcal/mol: 63.9
Multiplicity: 1
HOMO level in eV: -12.19
Net charge: +1

---

Entry 3:
Molecular formula: C24H18N4O2PS3Sr
Method: DFT, ωB97M-V/def2-TZVPD

CARTESIAN COORDINATES (ANGSTROEM)
Sr  -0.4748  0.6028  0.9179
S  -2.7558  1.1067  -0.7316
C  -3.6509  0.6386  0.7068
S  -2.9571  0.1791  2.2442
C  -5.0369  0.6205  0.6050
C  -5.8784  0.2493  1.6887
N  -6.6005  -0.0654  2.5316
C  -5.7272  0.9624  -0.5895
N  -6.3379  1.2382  -1.5288
O  3.9691  -0.2512  1.4109
C  2.8048  -0.5472  1.1745
O  1.8012  0.2407  1.1506
C  2.5105  -2.0302  0.8363
P  0.7231  -2.4016  0.7046
C  0.6636  -4.2240  0.6326
C  -0.3023  -4.8759  1.3926
C  -0.4011  -6.2617  1.3678
C  0.4706  -7.0035  0.5881
C  1.4398  -6.3615  -0.1741
C  1.5316  -4.9804  -0.1552
C  0.2830  -1.8968  -0.9943
C  -0.9544  -2.3156  -1.4943
C  -1.4266  -1.8418  -2.7050
C  -0.6769  -0.9288  -3.4342
C  0.5470  -0.5007  -2.9478
C  1.0297  -0.9803  -1.7345
H  2.9211  -2.6481  1.6377
H  3.0732  -2.2842  -0.0663
H  -0.9803  -4.2922  2.0037
H  -1.1607  -6.7561  1.9594
H  0.3960  -8.0834  0.5698
H  2.1192  -6.9405  -0.7870
H  2.2783  -4.4813  -0.7612
H  -1.5640  -2.9999  -0.9148
H  -2.3988  -2.1550  -3.0610
H  -1.0612  -0.5354  -4.3660
H  1.1354  0.2167  -3.5062
H  1.9847  -0.6247  -1.3696
N  2.4623  7.6865  1.0666
C  1.6882  7.1952  0.0842
S  1.2599  8.1083  -1.2128
C  1.2307  5.7876  0.2745
C  0.1281  5.3103  -0.4257
C  -0.2878  4.0056  -0.2250
N  0.3403  3.1692  0.6044
C  1.4088  3.6127  1.2611
C  1.8821  4.9080  1.1359
H  2.7792  8.6377  0.9983
H  2.6284  7.1783  1.9168
H  -0.3997  5.9577  -1.1100
H  -1.1624  3.6039  -0.7259
H  1.9267  2.8847  1.8756
H  2.7793  5.1670  1.6808

Force components x, y, z for each atom (eV/Å):
-0.53 0.02 -0.11
0.10 -0.08 0.31
-0.27 0.05 -0.12
0.18 0.11 -0.23
0.13 0.01 0.01
-0.07 -0.16 0.19
-0.01 0.05 0.00
-0.04 0.11 -0.19
0.00 -0.02 -0.01
-0.08 0.07 0.02
0.43 -0.27 -0.03
0.17 0.06 0.08
0.09 -0.01 -0.05
0.02 0.22 0.36
-0.02 -0.01 -0.15
0.02 -0.01 0.00
-0.03 0.00 0.02
0.00 -0.03 0.00
0.01 -0.01 -0.01
-0.01 0.03 0.00
-0.02 -0.06 -0.09
0.00 0.03 -0.01
0.00 -0.01 0.01
-0.01 0.00 -0.01
0.02 0.01 0.00
0.01 0.00 -0.02
-0.01 0.02 0.00
-0.03 -0.01 0.01
0.00 0.01 0.00
0.00 -0.01 0.00
0.00 -0.01 0.00
0.00 0.00 0.00
0.01 0.00 -0.01
0.00 0.00 0.01
0.00 0.00 0.00
0.00 0.00 -0.01
-0.01 0.00 -0.01
0.00 -0.01 0.02
0.01 -0.11 0.01
-0.07 0.22 0.13
0.07 0.01 -0.10
-0.02 -0.17 -0.03
0.01 0.03 0.06
-0.05 0.05 0.08
-0.10 -0.12 0.01
0.12 -0.04 -0.09
0.00 -0.09 -0.03
-0.02 0.01 -0.03
-0.02 0.00 0.01
0.00 0.01 0.00
-0.01 0.01 -0.01
0.01 0.01 0.02
0.02 0.08 -0.03

Computed properties:
Lowest unoccupied orbital energy in eV: 0.892
DFT total energy in eV: -77871.6313
HOMO-LUMO gap in eV: 5.48
Relative energy (zero: lowest compared OMol25 entry of this formula, charge and spin) in kcal/mol: 7.1
Multiplicity: 1
HOMO level in eV: -4.59
Net charge: -1